No. 1
{
  "formula": "CH2N2O3P",
  "method": "the ωB97M-V functional and the def2-TZVPD basis",
  "energy_ev": -19483.271,
  "multiplicity": 1,
  "gap_ev": 10.2,
  "lumo_ha": 0.160,
  "e_homo_ev": -5.899,
  "e_above_lowest_kj_mol": 2.17,
  "total_charge": -1,
  "smiles": "N#C[P@@](=O)([O-])ON",
  "elements": ["C", "N", "N", "O", "O", "O", "P", "H", "H"],
  "coordinates": [[-0.7741, 0.9862, 1.4282], [-1.1882, 1.3314, 2.4658], [-0.4147, -1.3979, -1.2487], [1.0495, 1.9449, -0.2540], [1.2046, -0.5378, 0.6074], [-0.6139, 0.0666, -1.1413], [0.4103, 0.6396, 0.0995], [-0.2417, -1.7485, -0.3491], [0.5681, -1.2845, -1.6078]],
  "mulliken_charge": [0.2832, -0.4763, -0.5249, -0.6821, -0.7170, -0.3027, 0.7996, 0.3293, 0.2911]
}

No. 2
{
  "formula": "C30H74N21O13S",
  "method": "the ωB97M-V functional and the def2-TZVPD basis",
  "energy_ev": -101050.190,
  "multiplicity": 1,
  "gap_ev": 6.6,
  "lumo_ha": -0.157,
  "e_homo_ev": -10.892,
  "total_charge": 1,
  "elements": ["C", "C", "C", "C", "C", "C", "C", "C", "C", "C", "C", "C", "C", "O", "C", "C", "C", "C", "S", "C", "O", "O", "N", "C", "C", "H", "H", "H", "H", "H", "H", "H", "H", "H", "H", "H", "H", "H", "H", "H", "H", "H", "H", "H", "H", "H", "H", "H", "H", "H", "H", "H", "H", "H", "H", "H", "H", "H", "H", "C", "O", "N", "N", "H", "H", "H", "H", "C", "O", "N", "N", "H", "H", "H", "H", "C", "O", "N", "N", "H", "H", "H", "H", "C", "O", "N", "N", "H", "H", "H", "H", "C", "O", "N", "N", "H", "H", "H", "H", "C", "O", "N", "N", "H", "H", "H", "H", "C", "O", "N", "N", "H", "H", "H", "H", "C", "O", "N", "N", "H", "H", "H", "H", "C", "O", "N", "N", "H", "H", "H", "H", "C", "O", "N", "N", "H", "H", "H", "H"],
  "coordinates": [[2.3677, -2.0811, 1.6038], [0.9632, -1.7876, 1.5115], [0.5616, -0.2454, 1.6508], [-0.5838, 0.2165, 0.6174], [-0.1305, 0.2526, -0.9026], [1.3519, -0.1694, -1.3128], [1.7485, 0.1220, -2.8424], [3.2070, 0.8662, -2.8333], [2.9450, 2.4740, -2.9224], [2.1791, 3.0529, -1.6271], [2.7435, 4.4992, -1.1245], [2.9484, 4.3832, 0.4886], [4.4322, 3.8227, 0.7700], [4.5119, 2.3560, 0.7251], [5.6243, 1.9268, 1.5598], [-1.2104, 0.6950, -1.9263], [-2.6295, 1.1191, -1.4608], [-2.9536, 1.0427, 0.0763], [-4.6735, 1.5722, 0.5366], [-4.7815, 2.6254, 2.0522], [-5.2539, 2.3979, -0.6073], [-5.5568, 0.3444, 0.6579], [-1.9381, 0.5798, 1.0343], [-2.2909, 0.4712, 2.4994], [-1.8442, 1.7804, 3.3502], [2.7907, -3.1266, 1.7588], [3.0972, -1.1983, 1.4600], [0.2416, -2.6466, 1.3034], [1.4992, 0.4032, 1.4376], [0.3030, -0.0621, 2.7466], [2.1235, 0.2431, -0.5538], [1.4053, -1.3209, -1.1758], [1.0526, 0.8316, -3.4020], [1.9272, -0.8802, -3.3721], [3.7342, 0.5219, -3.8042], [3.8132, 0.5680, -1.9121], [2.2312, 2.6181, -3.8209], [3.9431, 3.0121, -3.0979], [2.4043, 2.3283, -0.7567], [1.0440, 3.0551, -1.7748], [1.9785, 5.3214, -1.3683], [3.7524, 4.6366, -1.6411], [2.7326, 5.3911, 1.0041], [2.2225, 3.6050, 0.9517], [4.8058, 4.1646, 1.7995], [5.1583, 4.2180, -0.0330], [5.2978, 1.7447, 2.6530], [6.1133, 0.9524, 1.2051], [6.4336, 2.7442, 1.5578], [-1.0134, 0.7320, -3.0632], [-3.4204, 1.4587, -2.2040], [-3.9811, 3.4375, 2.1358], [-4.7976, 1.9086, 2.9537], [-5.8168, 3.1370, 2.0299], [-3.4015, 0.2901, 2.6826], [-1.7437, -0.4208, 2.9952], [-1.4969, 2.6509, 2.6937], [-1.1093, 1.5193, 4.1972], [-2.8017, 2.1480, 3.8913], [0.5152, 7.8111, 0.1961], [1.2041, 6.7994, 0.2493], [-0.7185, 7.8283, -0.3606], [0.9283, 9.0026, 0.6902], [-1.2986, 8.6491, -0.4129], [-1.0625, 6.9618, -0.7398], [1.8418, 9.0323, 1.1133], [0.3789, 9.8426, 0.6566], [-2.3945, -4.1266, 1.9076], [-1.8003, -3.2694, 2.5494], [-2.7664, -3.9474, 0.6139], [-2.7323, -5.3273, 2.4294], [-3.2537, -4.6387, 0.0706], [-2.5331, -3.0654, 0.1868], [-2.4736, -5.5006, 3.3880], [-3.2193, -6.0432, 1.9189], [1.4825, -6.3125, 0.8507], [1.3043, -6.7828, 1.9646], [0.7150, -5.3096, 0.3486], [2.4542, -6.7486, 0.0178], [0.8437, -4.9096, -0.5634], [-0.0238, -4.9574, 0.9381], [3.0486, -7.4974, 0.3512], [2.6119, -6.3739, -0.9005], [-3.9470, 10.5553, -0.6404], [-3.1114, 9.9463, 0.0151], [-4.7267, 9.9535, -1.5707], [-4.1643, 11.8832, -0.4924], [-5.4171, 10.4349, -2.1181], [-4.5950, 8.9650, -1.7101], [-3.6036, 12.3668, 0.1907], [-4.8440, 12.4011, -1.0193], [-1.1885, -8.9925, -1.4428], [-1.9196, -9.8065, -1.9875], [-0.0168, -8.5790, -1.9863], [-1.4807, -8.4274, -0.2444], [0.5951, -7.9109, -1.5519], [0.2435, -8.9729, -2.8759], [-2.3450, -8.7057, 0.1988], [-0.8897, -7.7578, 0.2166], [8.0640, 3.8076, 3.7559], [7.5168, 4.2852, 2.7728], [7.4054, 3.0398, 4.6588], [9.3764, 4.0040, 4.0291], [7.8363, 2.6387, 5.4720], [6.4270, 2.8709, 4.4905], [9.9003, 4.5698, 3.3810], [9.8445, 3.6212, 4.8304], [0.0337, 4.1639, -5.6667], [0.7605, 3.6476, -4.8290], [-1.2459, 4.5255, -5.4017], [0.4441, 4.4190, -6.9314], [-1.8580, 4.9503, -6.0747], [-1.5882, 4.3523, -4.4708], [1.3899, 4.1645, -7.1672], [-0.1360, 4.8417, -7.6334], [5.4649, -6.6871, 1.6367], [4.7479, -7.5071, 1.0830], [6.6373, -6.2638, 1.1054], [5.1482, -6.1309, 2.8300], [7.2399, -5.5917, 1.5443], [6.9070, -6.6558, 0.2175], [4.2818, -6.4218, 3.2568], [5.7218, -5.4563, 3.3026], [-5.6541, -8.3967, -0.5743], [-4.9297, -8.9331, 0.2518], [-6.9157, -7.9907, -0.2876], [-5.2575, -8.1626, -1.8480], [-7.5271, -7.5480, -0.9521], [-7.2468, -8.1497, 0.6506], [-4.3234, -8.4528, -2.0994], [-5.8356, -7.7244, -2.5422], [-7.4708, -4.3358, -0.6584], [-8.4578, -5.0069, -0.9205], [-6.5072, -4.7583, 0.1963], [-7.2538, -3.1119, -1.1992], [-5.6886, -4.2239, 0.4253], [-6.6348, -5.6649, 0.6183], [-7.9487, -2.7635, -1.8398], [-6.4503, -2.5450, -0.9966]],
  "mulliken_charge": [-0.7675, 0.2230, -0.2234, -0.1898, 0.4827, 0.0685, -0.2491, -0.8698, -0.6428, 1.1467, -0.6990, -0.1892, -0.3999, -0.1802, -0.7327, -0.3969, -0.7783, -0.0359, 1.2734, -0.8354, -0.6792, -0.5854, 0.6016, -0.8998, -1.0148, 0.2860, 0.1631, 0.0017, -0.0607, 0.4327, -0.2577, 0.4237, -0.0245, 0.3360, 0.3727, 0.2579, 0.0908, 0.4323, -0.7771, 0.2445, 0.1980, 0.3156, 0.3661, -0.1633, 0.3601, 0.2146, 0.1632, 0.2132, 0.3617, 0.3167, 0.4641, 0.3004, 0.2918, 0.4106, 0.6879, 0.2723, 0.2943, 0.3336, 0.2945, 0.4839, -0.5463, -0.2462, -0.3884, 0.1657, 0.1673, 0.2099, 0.1685, 0.5809, -0.6412, -0.2452, -0.3647, 0.1830, 0.1397, 0.2223, 0.1022, 0.5129, -0.7202, -0.0875, -0.3461, 0.1297, 0.0786, 0.3235, 0.1537, 0.6781, -0.6873, -0.3821, -0.3988, 0.1722, 0.2080, 0.2198, 0.1667, 0.5264, -0.6575, -0.3074, -0.2399, 0.2132, 0.1937, 0.1545, 0.1681, 0.6864, -0.6172, -0.3625, -0.4344, 0.1716, 0.2285, 0.2257, 0.1494, 0.5347, -0.5928, -0.3749, -0.4094, 0.1602, 0.1994, 0.2200, 0.1616, 0.6862, -0.7298, -0.4053, -0.3921, 0.1596, 0.2226, 0.2383, 0.1685, 0.6969, -0.6487, -0.4372, -0.3682, 0.1559, 0.2219, 0.1969, 0.1624, 0.6023, -0.6611, -0.2320, -0.3199, 0.1135, 0.1790, 0.2104, 0.1263]
}

No. 3
{
  "formula": "C2H5NOS",
  "method": "the ωB97M-V functional and the def2-TZVPD basis",
  "energy_ev": -16525.592,
  "multiplicity": 1,
  "gap_ev": 9.8,
  "lumo_ha": 0.035,
  "e_homo_ev": -8.835,
  "e_above_lowest_kj_mol": 269.11,
  "total_charge": 0,
  "smiles": "CS/C=N\\O",
  "elements": ["C", "C", "H", "H", "H", "H", "H", "N", "O", "S"],
  "coordinates": [[0.6768, -0.2691, 1.7437], [0.1105, -0.1010, -1.0112], [0.9818, -1.2447, 1.3110], [1.6060, 0.3015, 2.0473], [0.1008, -0.4547, 2.7279], [0.9732, -0.7751, -1.0238], [-2.0075, 0.8214, -2.5367], [-0.5892, 0.0271, -2.0305], [-1.5093, 1.0321, -1.7569], [-0.3432, 0.6626, 0.5292]],
  "mulliken_charge": [-0.7584, 0.0106, 0.2536, 0.2656, 0.2746, 0.3563, 0.3823, -0.4430, -0.3657, 0.0241]
}

No. 4
{
  "formula": "C22H36Br3N10O",
  "method": "the ωB97M-V functional and the def2-TZVPD basis",
  "energy_ev": -250464.522,
  "multiplicity": 1,
  "gap_ev": 9.3,
  "lumo_ha": -0.094,
  "e_homo_ev": -11.869,
  "total_charge": 1,
  "elements": ["C", "O", "C", "C", "C", "C", "C", "N", "C", "N", "Br", "N", "C", "Br", "C", "C", "Br", "N", "H", "H", "H", "H", "H", "H", "H", "H", "H", "H", "H", "H", "H", "H", "H", "H", "H", "H", "C", "C", "N", "H", "H", "H", "C", "C", "N", "H", "H", "H", "C", "C", "N", "H", "H", "H", "C", "C", "N", "H", "H", "H", "C", "C", "N", "H", "H", "H", "C", "C", "N", "H", "H", "H"],
  "coordinates": [[-1.6159, -0.0415, -3.5810], [-0.2573, 0.3196, -3.4073], [0.6089, -0.4762, -4.1921], [1.9872, 0.1526, -4.2168], [2.7487, 0.0140, -2.8938], [3.5168, -1.3162, -2.7557], [2.5898, -2.4033, -2.3457], [2.2942, -3.5338, -2.9762], [1.4089, -4.1476, -2.1881], [0.8819, -5.3415, -2.4616], [1.3822, -6.2548, -3.9694], [1.1119, -3.4146, -1.0910], [0.2163, -3.6624, 0.0223], [-1.5348, -4.1850, -0.7212], [0.0970, -2.4051, 0.9254], [0.5472, -2.6815, 2.3578], [-1.7481, -1.7562, 1.0344], [1.9096, -2.3043, -1.2109], [-2.1569, 0.1300, -2.6504], [-1.7265, -1.1015, -3.8250], [-2.0806, 0.5759, -4.3541], [0.6031, -1.4985, -3.7872], [0.2298, -0.5587, -5.2187], [1.8547, 1.2043, -4.4720], [2.5807, -0.2984, -5.0159], [2.0109, 0.1207, -2.0945], [3.4287, 0.8577, -2.7892], [4.0639, -1.5720, -3.6573], [4.2183, -1.1877, -1.9270], [0.2208, -5.7798, -1.8408], [0.5072, -4.5194, 0.6226], [0.6498, -1.5520, 0.5634], [0.1104, -3.5938, 2.7589], [1.6390, -2.7259, 2.3707], [0.2535, -1.8300, 2.9627], [2.0211, -1.5165, -0.5798], [2.5981, 2.7521, -7.7284], [3.7034, 2.5357, -6.8073], [4.5679, 2.3579, -6.0745], [2.6643, 2.0745, -8.5779], [1.6429, 2.5832, -7.2333], [2.6058, 3.7720, -8.1085], [-3.2037, -1.1256, 5.0879], [-1.7606, -0.9777, 5.0520], [-0.6205, -0.8525, 5.0034], [-3.5184, -1.7885, 5.8925], [-3.6921, -0.1642, 5.2401], [-3.5797, -1.5418, 4.1537], [-1.9970, 2.7354, 5.8724], [-3.3674, 2.4420, 5.4859], [-4.4489, 2.2073, 5.1782], [-1.2924, 2.1927, 5.2431], [-1.7846, 3.8006, 5.7779], [-1.8117, 2.4452, 6.9055], [3.6760, 0.0018, 3.7571], [3.2470, -0.3215, 2.4087], [2.8953, -0.5806, 1.3489], [4.1687, -0.8519, 4.2192], [4.3754, 0.8359, 3.7493], [2.8213, 0.2763, 4.3742], [-2.7747, 6.1242, 3.3740], [-1.6750, 5.9249, 4.3048], [-0.8096, 5.7662, 5.0418], [-2.6489, 5.5030, 2.4888], [-3.7254, 5.8660, 3.8385], [-2.8252, 7.1634, 3.0540], [-4.9248, 1.5365, 0.9266], [-4.1564, 0.4832, 0.2821], [-3.5359, -0.3434, -0.2207], [-5.7959, 1.7991, 0.3289], [-5.2710, 1.2199, 1.9098], [-4.3187, 2.4315, 1.0556]],
  "mulliken_charge": [-0.6313, -0.3518, -0.3921, -0.5765, -0.8277, -0.7359, -0.1204, -0.6107, 0.6497, -0.3306, 0.0690, 0.2668, -0.3154, -0.0951, 0.1822, -1.6872, -0.0286, 0.1501, 0.1165, 0.3331, 0.2784, 0.1518, 0.4657, 0.2624, 0.4141, 0.4623, 0.3513, 0.4303, 0.3974, 0.2210, 0.4455, 0.2438, 0.4532, 0.3933, 0.3564, 0.5649, -0.7904, 0.3779, -0.3895, 0.2676, 0.2556, 0.3075, -0.5741, 0.4496, -0.4785, 0.2993, 0.0869, 0.2003, -0.6850, 0.4850, -0.5238, 0.2067, 0.1823, 0.2957, -0.9467, 0.3496, -0.3346, 0.2885, 0.3459, 0.2663, -0.7661, 0.4617, -0.4533, 0.2280, 0.2827, 0.3181, -0.7521, 0.4600, -0.4523, 0.3180, 0.2695, 0.1877]
}

No. 5
{
  "formula": "C2H3NS2",
  "method": "the ωB97M-V functional and the def2-TZVPD basis",
  "energy_ev": -25281.917,
  "multiplicity": 1,
  "gap_ev": 7.8,
  "lumo_ha": -0.026,
  "e_homo_ev": -8.472,
  "e_above_lowest_kj_mol": 63.03,
  "total_charge": 0,
  "smiles": "S=CNC=S",
  "elements": ["C", "C", "H", "H", "H", "N", "S", "S"],
  "coordinates": [[-1.2688, -0.0541, -0.0967], [1.3347, -0.0576, 0.0012], [-1.9201, 0.7708, 0.1050], [-0.0428, 1.3724, 0.0320], [1.9448, 0.7305, 0.4067], [0.0293, 0.4160, -0.2784], [-1.8480, -1.5662, -0.0620], [1.7710, -1.6119, -0.1078]],
  "mulliken_charge": [-0.0773, -0.0813, 0.2660, 0.2761, 0.2686, -0.2104, -0.2266, -0.2151]
}

No. 6
{
  "formula": "C2H8N3O",
  "method": "the ωB97M-V functional and the def2-TZVPD basis",
  "energy_ev": -8711.668,
  "multiplicity": 1,
  "gap_ev": 9.3,
  "lumo_ha": -0.148,
  "e_homo_ev": -13.379,
  "e_above_lowest_kj_mol": 463.83,
  "total_charge": 1,
  "elements": ["C", "C", "N", "N", "N", "O", "H", "H", "H", "H", "H", "H", "H", "H"],
  "coordinates": [[-0.3110, -1.2960, -1.2705], [-0.1635, 2.4856, 1.7289], [0.2986, -1.8130, -0.1972], [-0.4295, 1.1183, 1.6291], [-0.0659, -1.6315, -2.5252], [0.4343, 0.3174, 1.2596], [-0.9828, 3.1763, 1.4542], [-0.0645, 2.5164, 2.8328], [0.8290, 3.1107, 1.3745], [0.1506, -1.4300, 0.8394], [1.1055, -2.4917, -0.1486], [0.2400, -2.5958, -2.6767], [-0.1784, -1.0680, -3.3413], [-0.8625, -0.3989, -0.9589]],
  "mulliken_charge": [0.2878, -0.4886, -0.3691, -0.0195, -0.3203, -0.3814, 0.3062, 0.2690, 0.2937, 0.3710, 0.2480, 0.2602, 0.2467, 0.2966]
}

No. 7
{
  "formula": "C4H5NO",
  "method": "the ωB97M-V functional and the def2-TZVPD basis",
  "energy_ev": -7764.078,
  "multiplicity": 1,
  "gap_ev": 11.2,
  "lumo_ha": 0.036,
  "e_homo_ev": -10.187,
  "e_above_lowest_kj_mol": 236.22,
  "total_charge": 0,
  "smiles": "[H]/N=C/OCC#C",
  "elements": ["N", "C", "O", "C", "C", "C", "H", "H", "H", "H", "H"],
  "coordinates": [[-2.1626, -0.6034, -0.2000], [-1.7139, 0.5087, 0.2048], [-0.4045, 0.7965, 0.2355], [0.4277, -0.2703, -0.2267], [1.8358, 0.0384, 0.0115], [3.0199, 0.1629, 0.1848], [-3.1763, -0.6267, -0.1351], [-2.2875, 1.3630, 0.5745], [0.2370, -0.4385, -1.2922], [0.1533, -1.1905, 0.2980], [4.0712, 0.2599, 0.3449]],
  "mulliken_charge": [-0.5850, 0.1000, -0.3026, -0.6213, -0.5544, 0.3534, 0.2251, 0.3641, 0.2933, 0.3092, 0.4181]
}

No. 8
{
  "formula": "C17H31N2RuS",
  "method": "the ωB97M-V functional and the def2-TZVPD basis",
  "energy_ev": -34510.229,
  "multiplicity": 6,
  "gap_ev": [8.7, 6.2],
  "lumo_ha": [-0.210, -0.364],
  "e_homo_ev": [-14.446, -16.085],
  "s_squared": 8.764,
  "total_charge": 2,
  "elements": ["C", "H", "H", "H", "C", "H", "H", "C", "H", "H", "H", "C", "C", "C", "C", "C", "C", "C", "C", "C", "C", "Ru", "H", "H", "H", "H", "H", "H", "H", "H", "H", "H", "H", "H", "H", "H", "H", "S", "C", "N", "C", "C", "C", "N", "H", "H", "H", "H", "H", "H", "H", "H"],
  "coordinates": [[-0.0248, -3.2166, 1.4260], [-0.2346, -3.1022, 2.4970], [-0.2166, -4.2191, 1.0625], [-0.8245, -2.7175, 0.9093], [1.3456, -2.6520, 0.9004], [1.2062, -2.0901, -0.0629], [1.6497, -1.8050, 1.5328], [2.5874, -3.6303, 0.7791], [3.5015, -2.9973, 0.8078], [2.6614, -4.4056, 1.5982], [2.5664, -4.1909, -0.1818], [0.1931, 1.7535, -2.5850], [1.3314, 0.8348, -2.5299], [0.8214, -0.4988, -2.5113], [-0.5916, -0.4320, -2.4532], [-0.9935, 0.9493, -2.4206], [-2.3991, 1.3813, -2.2497], [-1.4922, -1.6241, -2.4573], [1.5855, -1.7658, -2.6760], [2.7762, 1.1648, -2.4850], [0.2626, 3.2104, -2.3549], [0.3028, 0.9331, -0.7533], [-2.4293, -1.4651, -1.9084], [-1.7632, -1.8932, -3.4919], [-1.0150, -2.5210, -2.0281], [-2.9770, 0.5380, -1.8655], [-2.4468, 2.1833, -1.5147], [-2.8582, 1.7214, -3.1831], [1.1786, 3.4352, -1.8026], [0.2630, 3.8129, -3.2670], [-0.5999, 3.5060, -1.7505], [3.3424, 0.2493, -2.3113], [3.0668, 1.5674, -3.4561], [3.0129, 1.8915, -1.7044], [1.1050, -2.6227, -2.1951], [1.6611, -2.0090, -3.7437], [2.5983, -1.7024, -2.2817], [1.2047, 1.2680, 1.2190], [-0.0884, 1.2803, 2.3334], [0.2017, 1.5180, 3.6260], [-0.7886, 1.7979, 4.6829], [-2.1426, 1.2495, 4.2628], [-2.4841, 1.5643, 2.8129], [-1.3495, 1.1581, 1.9558], [1.1692, 1.7656, 3.8601], [-0.8832, 2.8906, 4.7955], [-0.4123, 1.3824, 5.6451], [-2.9003, 1.7173, 4.9093], [-2.1425, 0.1678, 4.4574], [-2.6345, 2.6543, 2.6894], [-3.3893, 1.0380, 2.4859], [-1.5131, 0.9767, 0.9763]],
  "mulliken_spin": [0.0009, 0.0015, 0.0004, 0.0015, -0.0133, 0.0259, -0.0035, 0.0026, -0.0004, 0.0008, 0.0007, 0.3783, -0.0563, 0.3101, 0.1069, 0.1344, -0.0115, 0.0049, 0.0085, 0.0221, 0.0164, 3.6741, -0.0008, 0.0202, 0.0043, 0.0030, 0.0020, 0.0172, 0.0145, 0.0287, 0.0048, -0.0002, 0.0220, 0.0138, 0.0081, 0.0129, -0.0024, 0.1896, 0.0292, 0.0248, -0.0014, 0.0058, -0.0073, -0.0368, -0.0014, 0.0012, 0.0009, -0.0002, -0.0001, -0.0013, 0.0009, 0.0431]
}